The following is a quantum chemistry calculation of C29H40CuN4O7S as an isolated structure, from the Open Molecules 2025 dataset.

Geometry as XYZ:
```
82
Properties=species:S:1:pos:R:3:forces:R:3:lowdin_spin:R:1
Cu 11.12493 10.92212 9.59730 1.022 -0.424 0.064 0.73
O 9.22918 10.90075 10.27260 -0.870 0.149 1.431 0.02
C 8.45345 12.07053 10.73640 1.372 0.099 0.275 0.00
C 6.98079 11.81914 10.61807 -1.595 2.516 0.738 0.00
C 6.20828 11.47802 11.89834 0.632 -0.862 0.186 0.00
C 6.11002 10.00591 12.23186 0.407 -0.096 1.435 0.00
C 4.93972 9.58746 12.88145 0.656 -0.605 -0.900 0.00
C 4.80026 8.23563 13.18228 1.321 -0.438 -0.133 0.00
C 5.93287 7.38717 13.08948 -0.152 2.536 0.265 0.00
C 7.14039 8.04174 12.73700 -0.350 -2.465 0.590 0.00
N 7.21561 9.22831 12.19058 -0.266 1.449 -0.117 0.00
H 9.05612 10.21398 10.95253 -0.065 0.138 -0.350 0.00
H 8.61135 12.86308 10.00202 0.903 -0.269 0.252 0.00
H 8.87677 12.38203 11.76773 -0.998 -0.431 -1.580 0.00
H 6.79041 11.15501 9.79825 -0.105 -0.526 -0.362 0.00
H 6.55344 12.84150 10.28350 0.504 -1.527 0.399 0.00
H 5.16013 11.73624 11.85782 -0.084 0.867 -0.299 0.00
H 6.68210 12.00424 12.76894 -0.445 -0.367 -0.672 0.00
H 4.19431 10.33473 13.10089 -0.374 -0.181 -0.110 0.00
H 3.87532 7.84644 13.54644 -0.479 -0.158 0.263 0.00
H 5.91642 6.39671 13.49843 0.053 -0.341 -0.117 0.00
H 8.07973 7.51348 12.98963 -0.395 0.332 -0.705 0.00
C 13.78645 7.36844 7.09868 -0.219 -1.061 -0.011 0.00
C 12.26650 7.49983 7.05509 -0.767 2.064 0.916 0.01
C 11.70330 8.17792 5.78973 0.234 2.300 -0.684 0.00
C 11.61646 6.18103 7.30084 -2.086 -1.392 -0.315 0.00
N 11.84722 8.40974 8.20171 -1.512 -1.020 1.647 0.01
N 11.94482 9.82823 8.12846 -1.599 0.142 -2.038 0.08
H 14.18718 7.41758 8.12579 -0.357 0.015 -0.443 0.00
H 14.17320 8.15680 6.50508 0.876 0.765 -0.437 0.00
H 14.08522 6.39837 6.64814 -0.046 0.585 0.144 0.00
H 11.76976 7.66368 4.81868 0.115 -0.243 0.537 0.00
H 12.21071 9.21830 5.60040 -0.613 -1.948 0.400 0.00
H 10.63936 8.48544 5.95990 0.690 -0.613 -0.138 0.00
H 11.59967 5.63253 6.34541 0.388 -0.036 0.268 0.00
H 10.48953 6.27263 7.48687 1.480 0.064 0.196 0.00
H 12.08775 5.51823 8.05791 -0.278 0.712 -0.304 0.00
H 10.93768 8.14685 8.67783 1.529 0.280 -1.348 0.00
H 11.50884 10.32566 7.22666 1.287 -1.040 1.905 0.00
H 12.89707 10.03588 8.36121 0.899 0.541 -0.250 0.00
C 19.74062 9.36200 6.85832 1.601 -2.441 -0.281 0.00
C 19.09511 10.20227 7.87504 -0.921 -0.299 0.610 0.00
C 17.77091 9.89735 8.24264 -0.292 -0.836 -0.632 0.00
C 17.10272 10.68299 9.17156 1.087 0.646 -0.866 0.00
C 17.76908 11.75372 9.73584 -0.132 -1.102 0.862 0.00
C 19.11678 11.94821 9.50607 -0.333 1.369 0.308 0.00
C 19.77915 11.23196 8.53127 0.045 -0.616 0.590 0.00
S 17.00671 12.59412 11.12097 0.097 0.478 -1.289 0.00
O 18.01690 12.50163 12.15802 -1.390 0.299 -0.212 0.00
O 16.48450 13.81882 10.56580 0.662 0.472 0.614 0.00
N 15.60563 11.83732 11.50724 0.062 0.314 -0.548 0.00
C 15.67415 10.48990 12.05832 0.377 -0.989 -1.466 0.00
C 14.28741 9.87466 12.21290 -0.210 0.869 -0.131 0.00
C 13.42953 10.03699 10.98903 0.434 2.111 -2.888 0.00
O 14.03267 10.16990 9.86124 -1.384 -0.738 2.398 0.00
O 12.16137 10.26813 11.15068 0.532 -0.619 -0.244 0.05
H 19.52274 9.56928 5.83152 -0.520 0.471 -0.583 0.00
H 19.63653 8.24234 6.95084 -0.802 1.035 0.259 0.00
H 20.82098 9.37178 6.91011 0.510 0.713 0.129 0.00
H 17.27446 8.96668 7.80488 0.678 1.527 0.535 0.00
H 16.09623 10.58580 9.43378 -1.406 -0.784 0.110 0.00
H 19.53567 12.76099 10.10096 0.586 -0.417 -0.281 0.00
H 20.86501 11.31315 8.48673 -0.273 0.186 -0.553 0.00
H 14.86867 12.12037 10.81745 1.021 -0.752 0.891 0.00
H 16.19720 10.64147 12.99074 0.036 -0.605 0.414 0.00
H 16.27373 9.78238 11.37372 -0.659 1.075 1.065 0.00
H 13.74917 10.25120 13.05664 -0.331 0.470 0.544 0.00
H 14.34566 8.83829 12.36504 0.457 -1.635 0.364 0.00
O 10.76312 11.67580 6.46003 0.432 -0.264 0.850 0.00
C 10.47530 12.51701 7.31605 -1.161 0.267 0.736 0.01
O 10.68822 12.46358 8.61041 -0.185 0.120 -1.599 0.08
C 9.70234 13.72626 6.81976 0.349 0.525 -1.562 0.00
C 9.17247 14.78023 7.60641 0.465 -0.212 -1.108 0.00
C 8.76403 15.95296 6.97776 0.048 -0.224 -1.550 0.00
C 8.75261 16.04996 5.52256 -0.355 -0.488 1.891 0.00
C 9.18692 14.97670 4.72633 0.393 -0.275 3.143 0.00
C 9.70479 13.81672 5.39286 -1.061 1.999 0.920 0.00
H 9.09876 14.69820 8.67999 0.319 -0.029 0.112 0.00
H 8.50214 16.81158 7.61126 -0.192 -0.391 -0.537 0.00
H 8.27566 16.94725 5.10881 0.575 -0.344 -0.082 0.00
H 9.21883 15.09928 3.68450 -0.082 -0.166 -1.252 0.00
H 10.10069 12.98893 4.84808 0.212 -0.229 -0.277 0.00
```
Positions in Å, forces in eV/Å.

Summary:
- LUMO level (spin up / spin down): 0.2697 / -0.9464 eV
- Charge: 0
- ⟨S²⟩: 0.75
- HOMO energy (spin up / spin down): -8.718 / -8.711 eV
- 2S+1: 2